Density functional theory data (ωB97M-V/def2-TZVPD) for a 2-piece molecular cluster, C29H55BrN5S2 overall.

Results
2S+1	1
total charge	+1
gap between HOMO and LUMO	7.95	eV
HOMO	-10.4868	eV

Each line ends with the Mulliken charge.
CARTESIAN COORDINATES (ANGSTROEM)
1 Br 1.552 0.456 -1.035  -0.0098
2 S -3.388 4.195 -1.571  -0.1438
3 S -5.882 2.419 -1.637  -0.1233
4 N 1.677 -4.075 -4.429  -0.5460
5 N -3.434 1.586 -2.892  0.6116
6 N 0.890 -2.005 4.373  0.5499
7 N 3.450 0.382 -4.770  -0.3289
8 N 3.516 -3.189 -0.781  -0.5961
9 C 3.341 -0.799 -3.828  -0.7617
10 C -2.169 -3.152 4.990  -1.1912
11 C -3.722 1.644 -4.375  -0.8323
12 C -0.876 5.568 -1.507  -0.5067
13 C -3.484 0.184 -2.331  -1.0336
14 C 0.758 -2.339 2.868  -1.4453
15 C 2.427 -1.835 4.486  -0.5460
16 C -0.958 1.706 -4.491  0.4954
17 C 0.716 0.309 5.645  -1.0765
18 C 0.972 -0.115 7.092  -0.2767
19 C 0.078 -0.719 4.702  -0.2980
20 C 0.698 5.297 -1.123  -0.6827
21 C 1.741 -1.408 2.188  1.0746
22 C 0.005 -2.049 -1.552  -0.0703
23 C -2.366 2.307 -5.080  -0.6659
24 C 1.649 -2.804 -4.182  0.0675
25 C -1.570 4.146 -2.040  0.6423
26 C 2.614 -2.327 -1.193  -0.0869
27 C -0.284 -0.460 7.878  -1.2567
28 C 1.796 -1.281 -3.514  1.9917
29 C 1.453 -1.350 -1.892  0.3638
30 C 2.912 -1.314 3.143  -1.0127
31 C 0.254 2.632 -5.157  -0.6204
32 C 2.781 0.130 -6.105  -0.5374
33 C 0.432 -3.202 5.241  -0.6815
34 C -1.270 -1.439 -2.383  -0.5252
35 C -0.864 -3.909 4.807  -0.3398
36 C -4.252 2.576 -2.093  -0.2092
37 C -2.048 -0.205 -1.567  0.4577
38 H 0.336 2.473 -6.317  0.2982
39 H 1.621 -0.073 -6.024  0.1013
40 H -0.798 0.590 -4.822  0.1587
41 H 0.049 -3.215 -1.687  0.5301
42 H 0.037 1.173 5.674  0.5322
43 H 2.700 -1.197 5.323  0.3321
44 H 1.302 -0.415 2.039  0.1868
45 H 3.293 -0.737 -6.705  0.2665
46 H 2.863 -2.824 4.666  0.4081
47 H 0.384 -2.860 6.276  0.4276
48 H 3.920 -0.492 -2.840  0.2850
49 H 3.929 -1.723 -4.271  0.3415
50 H 0.076 3.766 -4.847  0.3015
51 H -0.940 -4.821 5.413  0.4529
52 H -2.287 -2.364 4.242  0.2855
53 H -2.306 -0.585 -0.466  0.2720
54 H 1.300 5.110 -2.136  0.1905
55 H 1.640 0.693 5.203  0.2644
56 H 1.470 0.720 7.602  0.4779
57 H 1.065 -3.384 2.735  0.4898
58 H 1.196 6.154 -0.486  0.3226
59 H 1.242 2.297 -4.614  -0.1309
60 H 3.276 -0.284 3.221  0.2838
61 H -0.789 -1.338 7.470  0.1968
62 H -0.990 0.375 7.879  0.3658
63 H 3.755 -1.923 2.793  0.3926
64 H -4.004 0.623 -4.872  0.3515
65 H 2.885 1.131 -6.740  0.2889
66 H -2.075 -2.313 -2.446  0.3548
67 H -2.472 3.474 -4.991  0.2788
68 H -4.621 2.383 -4.586  0.2987
69 H -1.379 0.751 -1.448  -0.4356
70 H -2.423 2.029 -6.217  0.3798
71 H 1.229 -3.953 5.180  0.3909
72 H -0.197 -1.846 -0.394  -0.3935
73 H 1.018 -0.536 -3.976  -1.2057
74 H -2.242 -2.719 5.992  0.2533
75 H -4.320 -0.009 -1.535  0.3075
76 H 0.723 4.281 -0.500  0.1203
77 H -0.883 -1.026 5.109  0.3486
78 H -0.993 3.276 -1.492  -0.2235
79 H 3.149 1.279 -4.327  0.3290
80 H -1.028 -1.132 -3.489  0.0717
81 H -3.615 -0.665 -3.157  0.3086
82 H 1.666 -0.960 7.146  0.2004
83 H -0.135 -0.219 3.752  0.2254
84 H -0.020 -0.684 8.917  0.3755
85 H 2.042 -1.778 1.204  -0.6203
86 H -0.979 6.340 -2.407  0.2640
87 H -0.834 1.775 -3.329  -0.3449
88 H -1.399 4.145 -3.211  -0.3245
89 H -0.279 -2.196 2.551  0.5337
90 H -0.797 -4.258 3.771  0.2139
91 H -3.015 -3.836 4.865  0.4435
92 H -1.492 5.967 -0.576  0.3261